Version a
C4H6S in the gas phase, computed with ωB97M-V/def2-TZVPD.

Output
Structure (SMILES): C#CCCS
Highest occupied orbital energy in eV: -9.343
Spin multiplicity: 1
Frontier orbital gap in eV: 10.3

Geometry (Å):
C: -0.2883 3.0486 0.3246
C: -0.4730 1.8743 0.5947
C: -0.7076 0.4754 0.4343
C: 0.6098 -0.3242 0.0504
S: 0.3316 -1.9862 -0.6099
H: 0.2472 3.9320 0.2543
H: -1.1800 -0.0188 1.2977
H: -1.3812 0.2114 -0.4215
H: 0.9765 0.0633 -0.8691
H: 1.4076 -0.1040 0.7988
H: -0.2217 -2.7496 0.2734



Version b
C4H6S in the gas phase, computed with ωB97M-V/def2-TZVPD.

Output
Structure (SMILES): CC#CCS
Highest occupied orbital energy in eV: -9.130
Spin multiplicity: 1
Frontier orbital gap in eV: 10.0

Geometry (Å):
C: 2.2544 -0.5012 -0.1096
C: 0.8900 0.0380 -0.1910
C: -0.2825 0.4057 -0.1403
C: -1.6740 0.8358 -0.0389
S: -2.9057 -0.5719 -0.1896
H: 2.9899 0.1891 -0.5865
H: 2.5465 -0.5654 0.9297
H: 2.4673 -1.4648 -0.5268
H: -1.9863 1.4925 -0.8297
H: -1.9113 1.4681 0.8534
H: -2.3883 -1.3259 0.8292



Which structure is the least stable? The one labeled version a.



Version a
A molecular structure, C4H6S, computed with ωB97M-V/def2-TZVPD.

Output
Highest occupied orbital energy (spin up / spin down) in eV: -7.811 / -9.192
Spin multiplicity: 1
Frontier orbital gap (spin up / spin down) in eV: 7.2 / 8.7

Geometry (Å):
C: -0.4876 -1.0037 1.0259
C: -2.2296 -0.0777 0.4684
C: 0.7969 -0.6359 0.4328
C: 1.2369 0.6323 -0.2747
S: 0.5853 -0.6616 2.3228
H: -2.9974 -0.3551 1.1432
H: -2.1591 -0.4587 -0.4798
H: 1.2695 -1.4218 -0.1629
H: 1.1704 0.3316 -1.2986
H: 2.3313 0.8114 -0.0603
H: 0.5153 1.3468 -0.3205



Version b
C4H6S in the gas phase, computed with ωB97M-V/def2-TZVPD.

Output
Structure (SMILES): S=CC1CC1
Highest occupied orbital energy in eV: -8.490
Spin multiplicity: 1
Frontier orbital gap in eV: 8.7

Geometry (Å):
S: 2.9909 0.0574 -0.0945
C: 1.4461 -0.1688 0.1744
C: 0.3166 -0.0225 -0.5905
C: -0.7856 0.8408 0.0706
C: -0.9868 -0.6509 -0.0388
H: 1.1582 -0.3768 1.2264
H: 0.4558 -0.0276 -1.6117
H: -1.3288 1.5589 -0.4527
H: -0.6538 1.0861 1.0590
H: -0.8536 -1.2216 0.9269
H: -1.7591 -1.0749 -0.6692



Which structure is the least stable? The one labeled version a.



Version a
A molecular structure, C4H6S, computed with ωB97M-V/def2-TZVPD.

Output
Highest occupied orbital energy (spin up / spin down) in eV: -8.241 / -8.268
Spin multiplicity: 1
Frontier orbital gap (spin up / spin down) in eV: 8.1 / 8.1

Geometry (Å):
C: -0.6558 0.9329 0.7101
C: -1.1101 1.4828 -0.4116
C: -0.8613 -0.3769 0.2269
C: 1.4754 -1.1067 -0.1825
S: -1.5636 0.1080 -1.3160
H: 0.0520 1.0509 1.4980
H: -0.9640 2.5151 -0.6491
H: -1.3479 -1.2567 0.7760
H: 1.8650 -0.0276 -0.2064
H: 1.5149 -1.6114 -1.1137
H: 1.5954 -1.7105 0.6683



Version b
2 unconnected molecules or ions with the total composition C4H6S, computed with ωB97M-V/def2-TZVPD.

Output
Highest occupied orbital energy (spin up / spin down) in eV: -8.059 / -8.530
Spin multiplicity: 1
Frontier orbital gap (spin up / spin down) in eV: 7.8 / 8.7

Geometry (Å):
C: -1.4744 0.5108 -1.0459
C: 0.4989 -0.9051 -0.7005
C: -1.3982 0.6289 0.2524
C: 1.0772 0.0855 -0.0166
S: 1.8388 -0.0489 1.5895
H: -1.7444 0.5952 -2.1533
H: 0.5507 -1.9507 -0.5909
H: -1.5939 1.5105 0.8888
H: -1.0587 -0.2054 0.8168
H: 1.0329 1.0664 -0.3429
H: 2.2713 -1.2872 1.3025



Version c
C4H6S in the gas phase, computed with ωB97M-V/def2-TZVPD.

Output
Structure (SMILES): C=C1CCS1
Highest occupied orbital energy in eV: -8.354
Spin multiplicity: 1
Frontier orbital gap in eV: 9.3

Geometry (Å):
C: 0.3985 -1.9785 0.0958
C: -0.2341 -0.8612 -0.0323
C: 0.2897 0.5354 -0.0847
C: -1.1935 1.1937 0.1362
S: -1.9710 -0.4682 -0.0420
H: -0.2934 -2.8242 0.0624
H: 1.4083 -2.0149 0.3269
H: 0.9748 0.6701 0.7512
H: 0.6694 0.7407 -1.0436
H: -1.4403 1.6757 1.0430
H: -1.2139 1.7314 -0.7123



Which structure is the least stable? The one labeled version b.



Version a
A molecular structure, C2H5NO2P, computed with ωB97M-V/def2-TZVPD.

Output
Highest occupied orbital energy (spin up / spin down) in eV: -1.899 / -1.900
Total charge: -1
Spin multiplicity: 1
Frontier orbital gap (spin up / spin down) in eV: 6.3 / 6.3

Geometry (Å):
C: 0.1283 0.9967 -0.5197
C: 0.0199 -0.3374 0.0637
N: 2.2461 0.1274 0.4350
O: 3.4570 0.4300 0.3722
O: 1.4616 1.3857 -0.4747
P: 1.4846 -1.2472 -0.5092
H: -0.0246 0.8974 -1.6504
H: -0.5343 1.7947 -0.0183
H: -0.0201 -0.6411 1.1888
H: -0.9563 -0.6855 -0.2802
H: 1.5364 -2.0330 0.6214



Version b
A gas-phase ion, C2H5NO2P (charge -1), computed with ωB97M-V/def2-TZVPD.

Output
Structure (SMILES): C=C[P@](N)(=O)[O-]
Highest occupied orbital energy in eV: -4.397
Total charge: -1
Spin multiplicity: 1
Frontier orbital gap in eV: 8.6

Geometry (Å):
C: 1.2448 -1.0391 0.1202
C: 0.5202 -0.5345 -0.8645
P: -1.1119 -0.0973 -0.1054
N: -0.6663 1.7496 0.4007
O: -1.3884 -0.7409 1.2021
O: -2.0659 -0.0443 -1.2008
H: 2.2881 -1.5886 -0.0235
H: 0.8662 -1.0536 1.0866
H: 0.6051 -0.4124 -1.8749
H: 0.1405 2.0929 -0.1131
H: -0.4325 1.6683 1.3727



Which structure is the least stable? The one labeled version a.